{"formula": "Cl2O2S2", "method": "ωB97M-V with the def2-TZVPD basis set", "elements": ["O", "O", "S", "S", "Cl", "Cl"], "xyz": [[1.80714, 1.21218, -0.39838], [-1.87970, 0.64029, 0.29471], [1.23287, -0.08344, -0.68585], [-1.01684, -0.50888, 0.70192], [2.03892, -1.50344, 0.63055], [-1.77080, -1.98473, -0.56432]], "forces_ev_per_angstrom": [[-0.1, 0.1, 0.1], [1.5, -1.2, 1.2], [-0.2, -0.7, 0.4], [-1.8, 1.7, -1.9], [0.0, 0.2, -0.3], [0.6, -0.1, 0.4]], "fmax_ev_per_a": 3.092, "homo_ev": [-9.54, -9.60], "de_lowest_kcal_mol": 9.3}

---

{"formula": "C13H30ClI2N3O3S", "method": "ωB97M-V with the def2-TZVPD basis set", "elements": ["C", "C", "N", "N", "C", "Cl", "C", "N", "C", "O", "C", "S", "C", "I", "C", "C", "I", "H", "H", "H", "H", "H", "H", "H", "H", "H", "H", "H", "H", "H", "H", "H", "H", "H", "H", "H", "H", "C", "O", "C", "C", "O", "C", "H", "H", "H", "H", "H", "H", "H", "H", "H", "H"], "xyz": [[-2.82396, 4.20175, 4.34712], [-3.82434, 4.16202, 3.20202], [-3.51156, 3.13039, 2.21188], [-3.14439, 3.60832, 0.94135], [-1.72838, 3.58449, 0.55044], [-0.71707, 3.03818, 1.93025], [-1.31154, 4.98985, 0.14819], [-1.03182, 5.84691, 1.31511], [-1.53135, 2.61098, -0.66178], [-0.84271, 1.40904, -0.38679], [0.19723, 1.11094, -1.27743], [1.65039, 2.20458, -1.04720], [0.52170, -0.37918, -1.25173], [-1.36122, -1.46139, -1.34427], [1.30493, -0.97999, -0.07675], [0.97763, -0.43743, 1.30126], [3.43656, -0.99471, -0.44814], [-2.55429, 3.18826, 4.62016], [-1.93763, 4.75858, 4.07030], [-3.26685, 4.66164, 5.22327], [-4.79993, 3.94477, 3.62521], [-3.86638, 5.15555, 2.75953], [-4.31866, 2.53733, 2.08549], [-3.53034, 4.52486, 0.75718], [-0.46469, 4.95639, -0.53387], [-2.13059, 5.46159, -0.38547], [-0.14299, 5.55976, 1.70950], [-0.89718, 6.79393, 0.97479], [-1.04826, 3.17212, -1.45554], [-2.52957, 2.34807, -0.99419], [-0.13494, 1.33959, -2.28892], [1.49704, 2.46894, 0.25731], [1.00533, -0.65496, -2.17355], [1.07756, -2.03178, -0.06595], [1.59392, 0.40200, 1.58695], [-0.07283, -0.19538, 1.36584], [1.15740, -1.22915, 2.02023], [3.71595, -5.17665, -0.64707], [2.33289, -5.48892, -0.59909], [1.56793, -4.78594, -1.56687], [1.21847, -5.66025, -2.74939], [2.36999, -6.01632, -3.49893], [2.82338, -7.33211, -3.24055], [4.23508, -5.86854, 0.01437], [4.11839, -5.28140, -1.65783], [3.87686, -4.15352, -0.29775], [2.10198, -3.89141, -1.90340], [0.63999, -4.46390, -1.08105], [0.55302, -5.10296, -3.41659], [0.68729, -6.55469, -2.41076], [2.13273, -8.06917, -3.66482], [2.93685, -7.51576, -2.16948], [3.79298, -7.44531, -3.72264]], "forces_ev_per_angstrom": [[-0.1, 0.0, 0.0], [0.3, -0.1, 0.5], [-0.4, 0.1, -0.4], [0.1, -0.1, 0.0], [-0.2, -0.5, 0.2], [0.3, 0.0, -0.2], [0.6, 0.7, 0.5], [-0.1, -0.1, -0.4], [-0.3, 0.1, 0.2], [0.3, 0.1, 0.1], [-0.4, 0.1, 0.1], [0.2, 0.3, -0.2], [0.0, -0.1, 0.6], [0.0, 0.0, -0.2], [-0.3, 0.2, -0.1], [0.2, -0.5, 0.1], [-0.1, 0.0, 0.0], [0.2, -0.2, 0.0], [0.2, 0.0, 0.0], [-0.1, 0.2, 0.2], [-0.3, -0.1, 0.0], [-0.1, 0.1, -0.3], [0.1, 0.0, -0.1], [0.0, 0.1, 0.2], [0.2, -0.2, -0.1], [-0.3, -0.1, -0.3], [-0.1, 0.0, 0.1], [-0.1, 0.0, 0.1], [0.3, 0.0, -0.2], [-0.2, -0.1, 0.0], [0.0, 0.0, -0.3], [-0.2, -0.3, 0.1], [0.1, 0.0, -0.3], [0.1, -0.4, -0.2], [0.0, 0.4, 0.0], [-0.3, 0.3, 0.0], [0.2, -0.1, 0.2], [-0.1, 0.0, 0.0], [0.1, 0.0, -0.1], [-0.1, -0.1, 0.2], [0.1, 0.1, -0.2], [0.0, -0.1, 0.1], [0.0, 0.0, 0.0], [-0.1, 0.0, 0.0], [0.0, 0.0, 0.0], [0.1, 0.0, 0.0], [0.0, 0.0, 0.0], [0.0, 0.0, 0.0], [0.0, 0.0, 0.0], [0.0, 0.0, 0.0], [0.0, 0.0, 0.1], [0.0, 0.0, 0.0], [0.0, 0.0, 0.0]], "smiles": "CCNN[C@](Cl)(CN)CO[C@@H](S)[C@H](I)[C@H](C)I.COCCOC", "fmax_ev_per_a": 1.050, "homo_ev": -8.81, "de_lowest_kcal_mol": 12.0}

---

{"formula": "C2H3IO2", "method": "ωB97M-V with the def2-TZVPD basis set", "elements": ["C", "C", "O", "O", "I", "H", "H", "H"], "xyz": [[0.92281, 0.92952, 1.05950], [0.31715, 0.23397, -0.12789], [1.83564, 0.56630, 1.75499], [0.33406, 2.21050, 1.26906], [1.29189, 3.20528, 2.65831], [0.03770, -0.79543, 0.00660], [-0.57056, 0.72155, -0.50897], [1.11217, -0.07190, -0.79678]], "forces_ev_per_angstrom": [[-0.1, 1.1, 0.7], [0.0, -0.5, 0.3], [-0.8, -0.2, -0.8], [0.6, -2.1, -0.8], [0.1, 0.7, 0.5], [-0.6, -0.5, 1.4], [0.4, 0.4, -0.5], [0.3, 1.2, -0.8]], "fmax_ev_per_a": 2.332, "homo_ev": -9.68, "de_lowest_kcal_mol": 30.7}

---

{"formula": "C25H33BIN2O3", "method": "ωB97M-V with the def2-TZVPD basis set", "elements": ["C", "N", "C", "C", "O", "C", "B", "C", "C", "C", "I", "O", "N", "O", "H", "H", "H", "H", "H", "H", "H", "H", "H", "H", "H", "H", "H", "H", "H", "C", "C", "C", "C", "C", "C", "H", "H", "H", "H", "H", "H", "C", "C", "C", "C", "C", "C", "H", "H", "H", "H", "H", "H", "C", "C", "C", "C", "C", "C", "H", "H", "H", "H", "H", "H"], "xyz": [[3.78660, -0.79460, 7.51243], [4.64831, -0.25422, 6.48070], [4.57242, -0.89738, 5.17366], [4.68513, 1.18518, 6.43612], [5.63504, 1.74647, 6.92996], [3.54773, 1.97251, 5.80652], [2.21573, 1.27918, 5.15224], [0.85562, 2.08236, 5.56916], [-0.43890, 1.26473, 5.61027], [-0.43293, 0.11529, 6.60194], [-0.57198, 0.77007, 8.63755], [2.47531, 1.37056, 3.59551], [1.40931, 1.19078, 2.85443], [1.62251, 0.53055, 1.87006], [4.12242, -0.43675, 8.48912], [3.89034, -1.88095, 7.52393], [2.72723, -0.52673, 7.39853], [4.52919, -0.15904, 4.37101], [5.44663, -1.53894, 5.01433], [3.67651, -1.51462, 5.07198], [4.03685, 2.55099, 5.01118], [3.28697, 2.71480, 6.56849], [2.11383, 0.08688, 5.37534], [0.69186, 2.90202, 4.85824], [0.97853, 2.56197, 6.54908], [-0.63028, 0.82521, 4.62415], [-1.30516, 1.89963, 5.83197], [0.46397, -0.49041, 6.50898], [-1.29429, -0.53471, 6.46454], [-1.69431, -1.10037, -2.87109], [-2.25239, -0.73459, -1.65367], [-1.43283, -0.31804, -0.61227], [-0.05534, -0.26221, -0.78310], [0.49801, -0.63062, -2.00368], [-0.31781, -1.05122, -3.04545], [-2.33132, -1.42203, -3.68645], [-3.32657, -0.77012, -1.51745], [-1.86433, -0.03409, 0.33920], [0.57605, 0.06571, 0.03305], [1.57128, -0.58681, -2.14045], [0.11785, -1.33622, -3.99559], [-0.80020, 4.12320, -5.54263], [-0.45796, 3.27969, -4.49416], [-1.34024, 2.29074, -4.08130], [-2.56272, 2.14323, -4.72180], [-2.90498, 2.98433, -5.77207], [-2.02423, 3.97654, -6.18126], [-0.11236, 4.89595, -5.86243], [0.49692, 3.39132, -3.99655], [-1.07754, 1.63482, -3.26120], [-3.24762, 1.36915, -4.39833], [-3.85876, 2.86745, -6.27150], [-2.29194, 4.63572, -6.99763], [-2.53343, -4.51706, -8.20871], [-3.56136, -5.13180, -7.50714], [-4.03095, -4.56833, -6.32879], [-3.47606, -3.38769, -5.85464], [-2.44958, -2.77172, -6.55716], [-1.97672, -3.33798, -7.73287], [-2.16506, -4.95778, -9.12642], [-3.99603, -6.05128, -7.87831], [-4.82879, -5.05022, -5.77823], [-3.84335, -2.94911, -4.93553], [-2.01664, -1.85007, -6.18792], [-1.17322, -2.85933, -8.27791]], "forces_ev_per_angstrom": [[0.2, 0.1, 0.2], [0.1, -0.1, -0.2], [-0.2, -0.1, 0.0], [0.0, 0.0, 0.1], [0.0, 0.0, 0.2], [0.1, -0.2, -0.3], [-0.1, 0.5, 0.2], [-0.1, 0.0, -0.1], [-0.1, 0.1, 0.1], [-0.2, -0.2, -0.5], [0.1, 0.0, 0.1], [0.0, -0.4, -0.1], [-0.1, -0.4, 0.3], [0.2, 0.4, -0.2], [0.0, 0.0, 0.0], [-0.1, 0.0, 0.0], [0.0, -0.1, -0.1], [0.0, 0.0, 0.0], [0.0, 0.1, 0.0], [0.0, 0.1, 0.0], [0.0, 0.1, 0.1], [0.0, 0.0, 0.0], [0.0, 0.0, 0.0], [0.1, 0.1, 0.1], [0.0, 0.0, 0.0], [0.1, 0.0, 0.0], [0.0, 0.0, 0.0], [0.1, 0.1, 0.2], [-0.1, 0.1, 0.1], [0.0, 0.0, 0.0], [0.0, 0.0, 0.0], [0.0, 0.0, 0.0], [0.0, 0.0, 0.0], [0.0, 0.0, 0.0], [0.0, 0.0, 0.0], [0.0, 0.0, 0.0], [0.0, 0.0, 0.0], [0.0, 0.0, 0.0], [0.0, 0.0, 0.0], [0.0, 0.0, 0.0], [0.0, 0.0, 0.0], [0.0, 0.0, 0.0], [0.0, 0.0, 0.0], [0.0, 0.0, 0.1], [0.0, 0.0, 0.0], [0.0, 0.0, 0.0], [0.0, 0.0, 0.0], [0.0, 0.0, 0.0], [0.0, 0.0, 0.0], [0.0, 0.0, 0.0], [0.0, 0.0, 0.0], [0.0, 0.0, 0.0], [0.0, 0.0, 0.0], [0.0, 0.0, 0.0], [0.0, 0.0, 0.0], [0.0, 0.0, 0.0], [0.0, 0.0, 0.0], [0.0, 0.0, 0.0], [0.0, 0.0, 0.0], [0.0, 0.0, 0.0], [0.0, 0.0, 0.0], [0.0, 0.0, 0.0], [0.0, 0.0, 0.0], [0.0, 0.0, 0.0], [0.0, 0.0, 0.0]], "fmax_ev_per_a": 0.539, "homo_ev": -5.33, "charge": -1}

---

{"formula": "C25H56ClN2O4", "method": "ωB97M-V with the def2-TZVPD basis set", "elements": ["C", "C", "C", "C", "C", "C", "N", "C", "C", "Cl", "N", "C", "C", "O", "C", "C", "O", "C", "C", "C", "C", "C", "C", "C", "H", "H", "H", "H", "H", "H", "H", "H", "H", "H", "H", "H", "H", "H", "H", "H", "H", "H", "H", "H", "H", "H", "H", "H", "H", "H", "H", "H", "H", "H", "H", "H", "H", "H", "H", "H", "H", "H", "H", "H", "C", "C", "C", "O", "H", "H", "H", "H", "H", "H", "H", "H", "C", "C", "C", "O", "H", "H", "H", "H", "H", "H", "H", "H"], "xyz": [[2.28992, 7.16515, 2.21520], [1.50071, 5.80809, 1.63709], [0.25680, 6.36692, 0.73315], [-0.56269, 5.23749, -0.12474], [0.54657, 4.32134, -0.90863], [-1.73482, 4.43551, 0.66717], [-2.45235, 5.42170, 1.60569], [-1.98640, 5.27346, 3.03550], [-2.17010, 3.76728, 3.66738], [-3.66764, 3.83946, 4.81708], [-2.36792, 2.82320, 2.50123], [-1.32201, 3.01943, 1.37899], [-1.65419, 1.75232, 0.33835], [-0.50724, 1.33099, -0.47106], [-0.92444, 0.46755, -1.59961], [-0.21738, -1.04694, -1.54756], [0.02578, 2.97527, 1.95100], [0.35473, 1.70602, 2.59879], [1.84824, 1.85096, 3.33860], [2.15411, 0.44699, 4.18759], [3.05399, 2.24507, 2.30144], [3.76220, 0.96185, 1.54770], [5.11134, 1.58297, 0.77855], [2.76452, 0.40363, 0.35074], [3.41877, 7.19213, 1.86413], [2.15048, 7.31194, 3.37297], [1.78383, 8.11947, 1.70973], [2.31643, 5.20359, 1.05586], [1.17004, 5.22243, 2.61791], [-0.39659, 7.05194, 1.42020], [0.74281, 7.09967, -0.07560], [-1.12100, 5.85052, -0.98706], [1.23217, 5.03619, -1.56807], [0.01335, 3.59258, -1.68015], [1.28504, 3.72928, -0.21114], [-2.56321, 4.15897, -0.14815], [-3.49829, 5.24486, 1.55676], [-2.67322, 6.00300, 3.68461], [-0.88607, 5.64673, 3.20473], [-1.20808, 3.43013, 4.28423], [-2.41024, 1.80981, 2.82475], [-3.30111, 2.96686, 2.00797], [-2.00634, 0.78573, 0.94434], [-2.54487, 1.99442, -0.39650], [-0.68408, 1.02432, -2.61163], [-2.09022, 0.25045, -1.62292], [0.79137, -1.06082, -2.14089], [-0.15781, -1.47299, -0.45859], [-0.97147, -1.75295, -2.14504], [-0.37580, 1.38519, 3.47187], [0.45180, 0.78024, 1.89046], [1.73500, 2.70742, 4.12900], [1.75480, -0.51225, 3.63443], [1.70791, 0.47008, 5.27534], [3.33441, 0.34787, 4.31071], [3.91418, 2.73974, 2.96525], [2.67977, 2.97120, 1.46360], [4.15422, 0.12720, 2.26811], [5.38456, 2.63121, 1.26514], [4.94552, 1.68209, -0.38888], [6.01329, 0.85564, 0.96166], [2.04091, 1.29136, 0.09004], [2.18587, -0.54730, 0.75528], [3.38443, 0.17829, -0.62695], [0.16357, -6.38275, -3.06264], [-0.47275, -5.08256, -2.59778], [-1.99047, -5.16779, -2.62413], [-0.04478, -4.01842, -3.44392], [-0.12454, -6.61312, -4.09450], [1.25588, -6.30263, -3.05019], [-0.13363, -7.21883, -2.42192], [-0.13467, -4.84975, -1.58210], [-2.35491, -5.35510, -3.64045], [-2.43475, -4.22096, -2.29887], [-2.35225, -5.96743, -1.97026], [-0.34050, -4.21655, -4.34796], [-3.49033, -10.00577, -4.33928], [-2.18385, -9.29750, -4.01837], [-0.99425, -10.23123, -4.17474], [-2.22793, -8.80887, -2.68017], [-3.65609, -10.84923, -3.65964], [-4.33877, -9.32511, -4.21058], [-3.49424, -10.37982, -5.36783], [-2.06214, -8.43232, -4.67924], [-1.07156, -11.08267, -3.48927], [-0.06210, -9.71139, -3.92868], [-0.92332, -10.61203, -5.19837], [-2.33590, -9.57018, -2.08624]], "forces_ev_per_angstrom": [[-0.5, 0.7, -0.8], [0.7, 1.4, 1.1], [0.8, 0.0, -0.2], [0.8, 0.8, -0.9], [0.1, 0.1, -0.9], [-0.4, 0.6, -1.0], [0.1, -2.4, 0.9], [-0.6, 1.4, 1.1], [1.0, 1.7, 0.8], [1.7, -0.7, -1.5], [-1.3, -1.1, 0.2], [1.2, -0.8, -1.6], [-0.2, -1.3, -0.4], [-2.1, 0.2, 0.3], [-0.4, -1.5, -0.9], [-1.1, 0.3, -1.0], [-2.7, -0.9, -0.4], [2.0, -1.8, 1.4], [-0.7, -0.1, 0.2], [0.6, 0.3, 0.0], [0.6, -1.0, 0.7], [0.5, 1.1, -1.6], [0.1, -0.1, 0.6], [0.4, 0.2, 0.7], [-2.3, -0.2, 1.1], [0.6, -0.4, -2.3], [1.1, -2.0, 1.1], [-1.9, 1.0, 1.0], [0.6, 0.9, -2.4], [1.0, -1.4, -1.4], [-1.1, -1.7, 1.7], [1.0, -1.4, 2.0], [-1.6, -1.4, 1.5], [1.2, 1.4, 1.8], [-1.8, 1.1, -1.3], [1.9, 0.4, 1.7], [1.7, 0.4, 0.2], [1.6, -1.7, -1.4], [-2.1, -1.0, -0.7], [-2.4, 0.6, -1.4], [0.3, 1.4, -0.4], [1.2, 0.1, 1.0], [0.6, 2.0, -0.8], [1.6, 0.0, 1.6], [-0.3, -1.1, 2.1], [2.3, 0.8, 0.4], [-1.9, 0.0, 1.5], [0.1, 1.0, -2.1], [1.8, 1.5, 1.2], [1.1, 0.9, -1.6], [-0.5, 2.0, 0.8], [0.3, -1.5, -1.5], [0.8, 1.9, 1.0], [0.7, 0.1, -2.3], [-2.7, 0.2, -0.3], [-2.0, -0.8, -1.5], [0.8, -1.2, 1.7], [-1.1, 1.6, -1.3], [-0.5, -2.2, -1.2], [0.3, 0.0, 2.5], [-1.7, 1.5, -0.5], [1.1, -1.9, 0.4], [1.0, 2.0, -1.2], [-1.3, 0.1, 2.1], [0.3, -0.2, 0.3], [-0.3, -0.4, -0.6], [-0.2, 0.1, 0.3], [0.1, 0.4, -0.1], [-0.1, 0.0, 0.1], [-0.1, 0.0, 0.1], [0.0, 0.1, -0.2], [0.1, 0.2, -0.2], [0.1, -0.1, 0.1], [0.1, -0.1, 0.0], [0.0, 0.0, -0.2], [0.1, 0.0, 0.4], [-0.3, 0.2, -0.2], [-0.1, -0.7, 0.2], [0.3, 0.1, -0.1], [0.0, 0.2, 0.3], [0.1, 0.0, -0.1], [0.2, -0.1, -0.1], [0.0, 0.0, 0.1], [0.0, 0.0, 0.3], [-0.1, 0.0, -0.1], [-0.1, 0.0, -0.1], [0.0, 0.0, 0.1], [0.0, 0.3, -0.3]], "fmax_ev_per_a": 2.983, "homo_ev": -11.57, "charge": 1, "de_lowest_kcal_mol": 166.8}

---

{"formula": "C4H6O6S2", "method": "ωB97M-V with the def2-TZVPD basis set", "elements": ["C", "C", "C", "C", "O", "O", "O", "O", "O", "O", "S", "S", "H", "H", "H", "H", "H", "H"], "xyz": [[-1.49859, -1.52301, 3.10355], [-1.20986, -0.57420, 2.17991], [1.56446, 1.63088, -1.58577], [-0.40273, -0.73720, 0.99409], [-0.71204, 0.37441, -1.55176], [-0.69312, 1.81658, 0.38484], [-0.18455, -0.73645, -3.62660], [0.90537, -1.39232, -1.50956], [1.43768, 0.96652, -0.34373], [1.45916, 0.72850, -2.63645], [-0.08766, 0.59257, 0.03320], [0.37193, -0.45596, -2.39639], [-2.03428, -1.22174, 3.93720], [-0.99671, -2.56057, 3.22305], [-1.50492, 0.39127, 2.43127], [0.86692, 2.35890, -1.54904], [2.61089, 1.93040, -1.82017], [0.10807, -1.58858, 0.73236]], "forces_ev_per_angstrom": [[2.5, -1.4, -1.5], [0.6, -2.0, 0.9], [3.7, -1.7, -0.2], [0.3, 3.2, -1.1], [1.5, -0.2, 0.1], [-0.9, 1.0, 0.5], [-0.8, -0.8, -2.1], [0.9, -1.6, 0.6], [0.3, -1.3, 0.4], [-1.5, -1.7, -0.8], [-1.3, -1.2, 2.4], [-0.1, 2.5, 0.2], [-1.1, 0.5, 1.4], [-1.1, 1.8, -0.8], [-0.9, 1.6, 0.0], [-2.2, 2.7, -0.7], [-0.7, 0.6, 1.4], [1.0, -1.8, -0.6]], "fmax_ev_per_a": 4.018, "homo_ev": -8.30, "de_lowest_kcal_mol": 126.8}